DFT (wB97M-V/def2-TZVPD) results for C36H52BrN3NiOP2 as an isolated structure in a non-equilibrium geometry.

Geometry as XYZ:
```
96
C36H52BrN3NiOP2 | the OMol25 dataset | wB97M-V/def2-TZVPD
Br 1.66 -1.32 1.71
Ni 0.08 -0.14 0.16
P -0.48 -2.05 -0.78
P 6.15 -0.94 -0.79
O -0.34 0.27 2.06
N -0.27 0.04 4.47
N -1.03 0.71 5.40
N -7.20 5.70 -6.61
C -3.67 3.01 -3.93
C -1.20 0.98 -1.09
C 0.86 -0.80 4.87
C -1.74 1.57 -3.35
C -0.91 0.91 -2.44
C 5.99 -2.52 -3.17
C 3.11 -2.31 5.58
C -3.28 -1.47 -0.53
C -3.11 2.38 -1.54
C 1.82 -2.68 6.03
C -4.87 3.60 -3.71
C -0.90 0.68 6.83
C -6.85 4.45 -6.86
C 5.05 -1.72 0.45
C 0.65 -2.54 -2.14
C -1.53 -4.44 0.51
C 2.14 -0.35 4.51
C 5.72 -2.10 1.77
C -6.10 5.64 -4.52
C 5.63 0.83 -0.67
C 3.27 -1.11 4.86
C -1.94 1.49 4.79
C -2.85 2.33 -2.92
C -6.85 6.31 -5.49
C -5.67 4.31 -4.74
C 0.10 -2.53 -3.57
C -0.41 -3.43 0.46
C -2.27 1.71 -0.62
C 5.35 -1.37 -2.41
C -6.08 3.72 -5.96
C -2.99 2.33 5.41
C -0.70 0.52 3.21
C -1.76 1.40 3.39
C 0.68 -1.98 5.60
C -2.16 -1.99 -1.45
C 6.68 1.84 -1.12
H -5.81 6.17 -3.62
H 5.71 -2.49 -4.22
H 1.53 -1.88 -2.07
H -3.67 1.68 5.95
H -0.31 -2.93 1.43
H -2.49 1.76 0.43
H 4.30 -1.58 -2.20
H -2.10 -1.34 -2.32
H 2.25 0.58 3.93
H -1.77 0.20 7.26
H -1.29 -5.24 1.21
H -1.53 1.52 -4.42
H -2.93 -0.80 0.26
H 5.67 -3.49 -2.79
H -3.50 2.77 4.56
H -5.30 3.61 -2.70
H -2.40 -3.00 -1.79
H -2.46 -3.99 0.87
H -0.06 0.33 -2.81
H 4.74 0.91 -1.30
H 1.74 -3.54 6.71
H -7.16 7.34 -5.34
H 0.91 -2.39 -4.30
H 7.69 1.53 -0.85
H 6.65 1.99 -2.19
H 6.74 -2.47 1.63
H 5.40 -0.46 -3.01
H -3.96 2.96 -1.18
H -0.37 -3.48 -3.83
H 6.50 2.81 -0.66
H 4.27 -0.78 4.51
H -0.90 1.71 7.19
H 4.25 -0.99 0.64
H -2.52 3.09 6.01
H 0.01 0.19 7.18
H -1.73 -4.90 -0.45
H 4.58 -2.60 -0.01
H -2.28 1.88 2.54
H -0.32 -2.36 5.81
H 5.15 -2.88 2.28
H 0.56 -3.93 0.31
H -5.82 2.69 -6.20
H -7.18 4.01 -7.81
H -0.62 -1.74 -3.76
H 5.32 1.02 0.36
H 3.99 -2.94 5.80
H -3.25 3.03 -4.94
H 7.08 -2.49 -3.13
H 1.01 -3.55 -1.90
H 5.76 -1.25 2.45
H -3.83 -2.29 -0.04
H -4.03 -0.90 -1.10
```

Properties
<S²>	2.19
frontier orbital gap (alpha / beta)	5.2 / 3.4	eV
relative energy (zero: lowest compared OMol25 entry of this formula, charge and spin)	0.0	kcal per mole
HOMO (alpha / beta)	-12.26 / -12.26	eV
multiplicity	3
charge	+2
total energy	-174338.6696	eV

These are the Mulliken partial charges, in e, on atoms 1 to 4:
1 Br -0.423
2 Ni -0.246
3 P 1.207
4 P 0.316